ORCA calculation (ωB97M-V with the def2-TZVPD basis set) on a molecular structure, C4H4N4 at a distorted geometry.

CARTESIAN COORDINATES (ANGSTROEM)
C (0.27935, 0.76847, -1.54871)
C (-0.78345, 0.70820, 0.19515)
C (-0.41557, -1.06460, 1.36508)
C (0.34765, -0.30319, 0.39935)
H (1.76936, -0.73840, -1.38972)
H (0.76831, 1.25568, -2.54683)
H (-0.12648, -2.12358, 1.75732)
H (0.97606, 0.30732, 1.01023)
N (0.87288, -0.25388, -1.02999)
N (-0.53290, 1.47690, -0.98950)
N (-1.73523, 0.49051, 0.90057)
N (-1.41998, -0.52342, 1.87704)

LUMO, eV: 0.26
2S+1: 1
Kohn-Sham gap, eV: 9.83
Relative energy (zero: lowest compared OMol25 entry of this formula, charge and spin), kcal/mol: 93.1
Total charge: 0
E_HOMO, eV: -9.576
Total energy, eV: -10168.802
Molar mass, u: 108.104